No. 1
Formula: C28H24KN2O8PS3
Source: OMol25
Level of theory: ωB97M-V/def2-TZVPD

XYZ file:
```
67
Properties=species:S:1:pos:R:3:forces:R:3:lowdin_charge:R:1
K 0.068 -1.426 1.121 0.130 0.140 0.015 0.7133
O -4.477 -1.097 1.587 -0.005 0.010 0.004 -0.3449
S -3.199 -0.419 1.496 -0.001 -0.046 0.011 0.4008
O -2.265 -0.731 2.573 -0.041 -0.050 -0.012 -0.4005
O -2.568 -0.512 0.175 0.005 0.006 -0.031 -0.4216
C -3.577 1.328 1.704 0.016 -0.004 0.008 -0.2540
C -4.870 1.662 2.086 -0.007 0.001 -0.003 -0.0676
C -5.216 2.987 2.305 -0.001 -0.005 0.000 -0.0961
C -4.261 3.980 2.146 0.009 0.004 -0.002 -0.0969
C -2.973 3.643 1.757 0.001 0.010 -0.003 -0.0879
C -2.606 2.319 1.521 0.000 -0.004 -0.019 -0.3250
P -0.895 1.851 0.986 -0.010 0.009 -0.009 1.1108
C -0.941 2.352 -0.781 -0.005 0.010 0.012 -0.3579
C 0.268 2.271 -1.479 -0.006 -0.010 -0.009 -0.0866
C 0.335 2.635 -2.815 0.002 -0.011 -0.003 -0.0830
C -0.805 3.067 -3.482 -0.001 0.019 0.002 -0.1210
C -2.014 3.124 -2.804 0.002 0.020 0.012 -0.1081
C -2.082 2.770 -1.461 0.007 -0.002 0.001 -0.0885
C 0.074 3.245 1.689 -0.005 0.009 -0.014 -0.3766
C 0.322 4.457 1.052 -0.014 -0.001 -0.008 -0.0994
C 1.089 5.436 1.667 0.007 0.001 0.012 -0.0967
C 1.624 5.212 2.926 -0.003 0.009 -0.007 -0.1082
C 1.399 4.000 3.564 -0.005 -0.006 -0.002 -0.0921
C 0.637 3.022 2.945 -0.003 0.013 0.010 -0.1028
H -5.587 0.863 2.207 -0.002 0.002 -0.001 0.1007
H -6.226 3.240 2.605 0.000 0.000 0.002 0.0924
H -4.516 5.019 2.321 0.000 0.000 0.000 0.0927
H -2.234 4.426 1.636 0.015 0.004 -0.005 0.0955
H 1.158 1.926 -0.965 0.011 -0.006 0.004 0.0813
H 1.282 2.569 -3.335 0.000 0.001 -0.001 0.1050
H -0.753 3.343 -4.528 -0.001 0.000 0.000 0.0929
H -2.913 3.443 -3.320 0.001 -0.001 0.001 0.0942
H -3.033 2.817 -0.946 -0.004 0.000 0.013 0.1021
H -0.071 4.631 0.057 -0.003 0.010 0.018 0.1033
H 1.288 6.367 1.150 -0.001 -0.002 -0.001 0.0941
H 2.244 5.966 3.396 0.000 0.000 0.000 0.0916
H 1.847 3.802 4.530 0.002 0.001 0.000 0.0970
H 0.499 2.058 3.420 -0.001 -0.002 0.003 0.1060
O 1.791 -3.535 1.732 -0.028 -0.028 0.007 -0.0734
C 1.756 -3.897 0.539 -0.044 -0.039 0.012 -0.6766
O 0.933 -3.563 -0.343 -0.015 -0.017 -0.008 -0.1106
C 2.844 -4.884 0.095 -0.003 -0.013 0.007 -0.0984
C 2.939 -5.272 -1.237 0.003 -0.002 0.002 0.0029
C 3.901 -6.183 -1.639 -0.003 0.001 0.000 -0.0003
C 4.762 -6.700 -0.683 0.004 0.002 -0.003 -0.1679
C 4.697 -6.324 0.650 -0.001 -0.001 -0.002 -0.0053
C 3.732 -5.408 1.029 0.005 0.000 -0.001 -0.0045
N 5.773 -7.679 -1.093 -0.002 -0.004 0.000 -0.3611
O 6.516 -8.135 -0.240 0.001 0.004 0.000 0.0430
O 5.825 -8.000 -2.268 0.000 0.003 -0.001 0.0466
H 2.241 -4.840 -1.942 -0.002 0.001 0.000 0.1196
H 3.993 -6.496 -2.669 0.000 0.000 -0.001 0.1112
H 5.393 -6.748 1.360 0.000 0.000 0.000 0.1090
H 3.638 -5.074 2.054 0.000 0.001 -0.001 0.1147
C -1.854 -0.457 -3.024 0.009 -0.013 0.005 -0.2580
S -0.556 -1.654 -2.705 -0.027 0.015 -0.013 0.8122
C -1.626 -2.916 -2.015 0.008 0.003 0.003 -0.2571
O -0.113 -2.154 -4.046 0.000 -0.006 0.002 -0.5753
H -2.579 -0.908 -3.704 -0.004 0.000 0.001 0.0563
H -1.387 0.410 -3.487 -0.004 -0.018 0.004 0.0277
H -2.312 -0.176 -2.075 -0.002 -0.009 -0.008 0.0280
H -2.157 -2.492 -1.162 0.000 0.001 -0.003 0.0371
H -0.982 -3.731 -1.693 0.004 -0.006 0.002 0.0296
H -2.320 -3.227 -2.797 0.000 -0.004 0.002 0.0544
S 4.084 2.517 0.767 -0.017 0.033 0.020 0.3204
C 2.924 1.345 0.908 -0.006 -0.025 -0.051 -1.0430
N 2.091 0.531 0.983 0.037 -0.009 0.029 -0.0399
```
Positions in Å, forces in eV/Å.

Results
ΔE to the lowest compared entry with this formula, charge and spin in kcal/mol: 0.0
Strongest force on any atom in eV Å⁻¹: 0.2
HOMO in eV: -2.6
Charge: -2
LUMO energy in eV: 3.40

=====

No. 2
Formula: C9H59BrNO28
Source: OMol25
Level of theory: ωB97M-V/def2-TZVPD

XYZ file:
```
98
Properties=species:S:1:pos:R:3:forces:R:3:lowdin_charge:R:1
O -1.132 0.625 3.310 0.028 0.419 -0.502 -0.1071
C -1.628 -0.545 3.241 0.039 0.356 0.140 -0.7378
O -1.951 -1.248 4.208 -0.431 0.061 0.009 -0.0363
C -1.856 -1.125 1.816 -0.210 -0.842 0.611 -0.1479
N -0.640 -1.733 1.181 -0.208 0.896 -0.208 -0.4143
Br 0.709 -2.060 2.458 0.058 -0.457 -0.182 0.8880
C -0.097 -0.930 0.124 0.298 0.577 -0.097 -0.2921
O 0.035 -1.621 -1.153 -0.037 -0.353 0.415 -0.1251
C 0.986 -2.641 -1.075 -0.217 -0.076 -0.073 -0.2911
C 0.548 -3.937 -0.880 -0.167 0.093 -0.060 -0.0088
C 1.478 -4.957 -0.780 -0.258 0.084 0.047 -0.0691
C 2.828 -4.666 -0.864 0.233 -0.388 0.084 -0.1065
C 3.255 -3.369 -1.068 0.150 0.251 0.039 -0.0734
C 2.332 -2.344 -1.174 -0.218 0.177 -0.016 -0.0134
H -2.292 -0.345 1.194 0.292 0.020 -0.238 0.1001
H -2.591 -1.920 1.907 0.030 -0.040 0.046 0.0855
H 0.892 -0.535 0.367 0.045 -0.163 0.051 0.0757
H -0.735 -0.079 -0.103 -0.241 -0.134 0.030 0.1091
H -0.515 -4.109 -0.795 -0.037 -0.133 0.010 0.1173
H 1.125 -5.965 -0.615 0.106 -0.085 0.000 0.1038
H 3.559 -5.456 -0.763 0.007 -0.045 -0.066 0.0979
H 4.311 -3.141 -1.120 0.044 -0.015 -0.032 0.1084
H 2.613 -1.311 -1.314 0.205 -0.079 -0.018 0.0869
O -2.776 2.122 1.364 0.029 0.354 0.182 -0.0634
H -2.184 1.796 2.064 0.030 -0.656 0.141 -0.0109
H -2.174 2.331 0.640 -0.112 -0.085 -0.235 0.0082
O -4.510 -2.842 2.701 -0.018 -0.185 -0.016 -0.0659
H -5.262 -3.403 2.913 -0.073 0.104 -0.013 0.0209
H -4.587 -2.120 3.337 0.045 0.038 -0.029 0.0096
O -1.248 1.919 -1.408 0.175 0.096 0.102 -0.0346
H -1.402 1.132 -1.943 -0.160 -0.009 0.017 0.0480
H -1.167 2.635 -2.048 -0.132 -0.035 -0.192 0.0187
O 2.468 1.307 0.561 -0.051 0.061 0.097 -0.0492
H 2.484 1.437 1.520 -0.061 -0.267 0.058 0.0602
H 1.596 1.621 0.293 0.027 0.159 0.126 0.0295
O -0.910 4.171 2.439 0.477 0.166 -0.358 -0.0652
H -0.927 3.227 2.642 0.117 0.029 0.074 0.0136
H -1.816 4.366 2.175 -0.093 -0.041 0.260 0.0127
O 1.677 0.423 4.135 0.239 0.022 -0.200 -0.1422
H 1.671 0.569 5.088 -0.050 0.282 -0.103 0.0052
H 0.770 0.651 3.862 -0.144 -0.276 0.053 -0.0231
O 1.256 0.393 -2.536 -0.048 0.144 -0.205 -0.0496
H 0.640 -0.289 -2.212 0.102 -0.203 0.162 0.0234
H 1.181 1.107 -1.892 -0.037 0.111 -0.179 0.0260
O 1.702 3.719 -0.964 -0.173 0.195 -0.491 -0.0591
H 1.699 4.160 -0.104 0.083 -0.122 0.069 0.0391
H 2.629 3.493 -1.106 -0.041 -0.259 0.130 0.0453
O -3.488 4.374 3.737 -0.224 -0.193 0.017 -0.0578
H -3.468 3.511 3.300 -0.125 0.027 -0.107 0.0212
H -3.425 4.157 4.672 0.067 0.047 -0.009 0.0397
O -6.841 -1.630 4.066 -0.371 -0.218 0.026 -0.0552
H -6.785 -1.525 5.021 0.297 0.165 -0.043 0.0273
H -7.677 -1.224 3.819 0.043 0.018 -0.050 0.0361
O 3.456 6.202 -1.837 0.048 -0.020 0.085 -0.0595
H 2.770 5.567 -1.593 -0.119 0.023 -0.059 -0.0053
H 3.321 6.936 -1.231 -0.041 0.023 -0.054 0.0339
O 3.085 -0.137 -4.703 0.066 -0.372 -0.192 -0.0550
H 2.402 -0.273 -4.030 -0.107 0.262 0.191 0.0103
H 2.594 -0.021 -5.523 0.001 0.157 0.037 0.0484
O 3.606 4.115 1.085 0.161 0.104 0.108 -0.0462
H 4.194 4.849 1.291 0.012 0.000 -0.092 0.0472
H 4.181 3.430 0.720 -0.123 -0.115 0.049 0.0520
O -2.528 -1.866 -2.711 -0.007 0.010 0.132 -0.0584
H -1.971 -2.315 -2.062 0.086 0.205 0.065 0.0215
H -1.903 -1.571 -3.385 -0.124 -0.065 -0.186 0.0030
O 4.139 -5.721 -3.621 0.032 -0.066 -0.097 -0.0520
H 3.925 -6.336 -4.329 0.012 0.017 0.001 0.0327
H 4.273 -4.876 -4.063 0.014 0.057 0.025 0.0246
O -2.826 -4.766 -2.770 -0.165 0.021 -0.068 -0.0758
H -3.295 -3.923 -2.718 0.179 0.098 -0.132 0.0094
H -3.455 -5.388 -3.154 0.096 -0.136 0.201 -0.0033
O 3.536 -2.756 -6.179 -0.016 -0.105 0.062 -0.0696
H 2.861 -3.345 -5.828 -0.057 0.026 -0.016 0.0274
H 3.523 -1.996 -5.579 0.059 0.107 0.110 -0.0055
O -1.547 -1.078 -5.470 0.095 0.035 -0.074 -0.0393
H -1.753 -1.764 -6.112 -0.030 -0.059 0.090 0.0468
H -1.402 -0.284 -5.994 -0.008 0.034 0.072 0.0422
O -0.273 4.240 -3.349 -0.164 -0.257 0.188 -0.0482
H 0.294 3.952 -2.620 0.410 0.177 -0.059 -0.0101
H 0.334 4.491 -4.050 0.019 -0.002 0.039 0.0476
O -0.631 5.708 -0.464 0.164 -0.084 0.289 -0.0501
H -0.593 4.830 -0.856 -0.090 0.082 -0.168 -0.0064
H -0.550 5.514 0.479 -0.094 0.025 0.111 0.0119
O 1.332 2.397 6.115 0.026 0.093 0.460 -0.0569
H 0.486 2.792 5.881 -0.011 -0.088 -0.098 0.0466
H 1.981 3.068 5.869 -0.211 0.086 -0.102 -0.0005
O -4.583 -0.339 5.454 0.003 -0.019 0.251 -0.0659
H -4.516 0.092 6.311 0.054 0.016 -0.020 0.0282
H -3.670 -0.609 5.254 0.225 -0.084 -0.275 0.0108
O -3.959 -7.464 -2.736 -0.118 -0.175 -0.090 -0.0469
H -4.089 -8.291 -3.209 0.004 0.024 -0.013 0.0386
H -3.914 -7.714 -1.808 0.063 0.147 0.023 0.0488
O 2.856 4.765 5.184 0.317 0.030 0.048 -0.0451
H 3.654 4.289 4.930 -0.023 0.002 -0.039 0.0499
H 2.751 5.437 4.503 -0.187 -0.073 -0.031 0.0465
O 4.196 0.788 -1.651 0.114 0.103 -0.207 -0.0654
H 3.442 0.510 -1.118 0.073 0.205 0.172 -0.0268
H 3.904 0.693 -2.565 0.034 -0.047 -0.008 0.0055
```
Positions in Å, forces in eV/Å.

Results
ΔE to the lowest compared entry with this formula, charge and spin in kcal/mol: 0.0
Strongest force on any atom in eV Å⁻¹: 1.1
HOMO in eV: -5.7
Charge: -1
LUMO energy in eV: 1.65

=====

No. 3
Formula: C3H7NO2
Source: OMol25
Level of theory: ωB97M-V/def2-TZVPD

XYZ file:
```
13
Properties=species:S:1:pos:R:3:forces:R:3:lowdin_charge:R:1
C -0.599 0.311 1.198 0.635 4.359 -3.809 -0.0049
C -0.650 0.117 -1.376 1.024 -1.383 0.847 -0.0142
C 0.245 0.007 -0.108 -3.177 -5.535 2.331 -0.4865
N 1.374 0.815 -0.161 2.143 1.387 -0.321 0.0110
O 2.490 0.356 -0.008 -1.705 -0.035 0.014 0.0552
O 0.596 -1.595 0.173 -2.659 3.344 -2.654 -0.0599
H -0.043 0.074 2.004 2.385 0.246 2.933 0.0381
H -1.033 1.389 1.128 1.042 -1.765 0.561 0.1296
H -1.365 -0.329 1.341 -2.773 -2.227 -0.666 0.0413
H -0.843 1.204 -1.401 -0.381 -0.698 -0.798 0.0886
H -1.545 -0.624 -1.397 1.472 1.724 0.591 0.1279
H 0.055 -0.285 -2.113 -0.480 0.696 -0.682 0.0801
H 1.317 -1.440 0.720 2.474 -0.112 1.653 -0.0063
```
Positions in Å, forces in eV/Å.

Results
ΔE to the lowest compared entry with this formula, charge and spin in kcal/mol: 115.7
Strongest force on any atom in eV Å⁻¹: 6.8
HOMO in eV: -9.7
Charge: 0
LUMO energy in eV: -0.58

=====

No. 4
Formula: C5H8O3S2
Source: OMol25
Level of theory: ωB97M-V/def2-TZVPD

XYZ file:
```
18
Properties=species:S:1:pos:R:3:forces:R:3:lowdin_charge:R:1
C 1.299 0.190 -0.282 -0.404 -0.755 1.612 -0.5442
C 0.941 -1.050 0.125 -1.329 0.095 -0.572 -0.4785
C -1.359 0.317 -0.091 -0.678 4.786 3.261 -0.8100
C 2.703 0.605 -0.419 0.192 -1.095 0.808 -0.0932
C -2.352 1.193 1.128 0.648 -1.317 -4.697 -0.0226
O -1.331 -2.110 -0.733 -0.485 -1.626 -0.628 -0.5026
O 1.717 -2.167 0.249 0.319 -0.435 -0.169 -0.0134
O -1.976 0.217 -1.266 -0.686 1.071 0.115 -0.0603
S 0.089 1.486 -0.340 0.251 -1.352 0.468 0.9902
S -0.825 -1.409 0.467 1.162 1.962 -0.005 1.0532
H 3.461 -0.021 0.026 -0.080 -1.013 -0.548 0.0973
H 2.958 1.486 0.053 -0.391 2.304 1.697 0.0540
H 2.891 0.927 -1.376 0.771 -0.096 -2.779 0.0626
H -1.719 1.400 1.900 1.663 0.654 2.153 0.0032
H -3.085 0.486 1.412 -1.039 -0.488 0.309 0.0365
H -2.785 2.134 0.681 0.545 -1.221 0.258 0.0886
H 1.357 -2.960 -0.221 0.129 1.211 0.348 0.1290
H -1.981 -0.725 -1.312 -0.589 -2.686 -1.633 0.0102
```
Positions in Å, forces in eV/Å.

Results
ΔE to the lowest compared entry with this formula, charge and spin in kcal/mol: 17.7
Strongest force on any atom in eV Å⁻¹: 5.8
HOMO in eV: -8.5
Charge: 0
LUMO energy in eV: 0.47